[1]
This record from the OMol25 dataset describes C6H10N2 in the gas phase. The level of theory is the ωB97M-V functional and the def2-TZVPD basis.

XYZ file:
```
18
Properties=species:S:1:pos:R:3:mulliken_charge:R:1
C 0.788 -1.078 -0.295 -0.593
C -2.549 -0.179 -0.248 -1.187
C -0.179 -0.395 0.632 0.517
C -1.223 0.471 -0.003 0.430
C 1.744 -0.038 -0.827 -0.262
C 2.647 0.557 -0.070 -0.662
N -0.024 -0.519 1.878 -0.652
N -1.060 1.687 -0.293 -0.699
H -0.683 0.008 2.449 0.266
H -0.122 2.050 -0.105 0.290
H 1.332 -1.825 0.286 0.343
H 0.254 -1.559 -1.116 0.320
H 1.621 0.244 -1.867 0.312
H -2.461 -0.882 -1.073 0.294
H -3.290 0.572 -0.498 0.363
H -2.862 -0.732 0.634 0.344
H 2.760 0.303 0.974 0.293
H 3.308 1.314 -0.460 0.281
```

Calculated values
ΔE to the lowest compared entry with this formula, charge and spin ... 143.0 kJ/mol


[2]
This record from the OMol25 dataset describes a molecular structure, C2H7NO2S2 in a non-equilibrium geometry. The level of theory is the ωB97M-V functional and the def2-TZVPD basis.

XYZ file:
```
14
Properties=species:S:1:pos:R:3:mulliken_charge:R:1
C 1.863 1.835 -0.467 -0.794
C -1.714 -1.039 1.044 -0.910
N 0.822 -0.407 0.252 -0.326
O -0.983 -0.194 -1.461 -0.626
O -0.987 1.455 0.399 -0.582
S 1.339 -1.745 -0.589 -0.049
S -0.729 0.126 -0.090 1.143
H 2.643 1.205 -0.071 0.261
H 1.337 1.588 -1.273 0.439
H 1.543 2.718 0.219 0.245
H -2.371 -1.564 0.406 0.336
H -0.959 -1.710 1.492 0.307
H -2.193 -0.433 1.748 0.339
H 0.390 -1.836 -1.608 0.218
```

Calculated values
ΔE to the lowest compared entry with this formula, charge and spin ... 528.0 kJ/mol


[3]
This record from the OMol25 dataset describes 6 unconnected molecules or ions with the total composition H12O6 in a non-equilibrium geometry. The level of theory is the ωB97M-V functional and the def2-TZVPD basis.

XYZ file:
```
18
Properties=species:S:1:pos:R:3:mulliken_charge:R:1
H -0.712 -0.534 -0.062 0.244
H 0.744 -0.699 -0.468 0.252
H 0.302 3.893 0.525 0.313
H 0.195 3.685 -0.977 0.306
H 1.054 -2.462 -0.073 0.291
H -0.457 -2.357 0.054 0.328
H 2.392 -1.158 -1.024 0.318
H 2.775 0.303 -1.197 0.321
H 1.049 0.644 1.611 0.309
H 1.706 -0.349 2.555 0.324
H -4.550 0.393 -0.623 0.325
H -3.949 -0.715 0.226 0.313
O -0.102 -0.368 -0.790 -0.550
O 0.052 3.237 -0.135 -0.609
O 0.273 -2.976 0.163 -0.585
O 2.171 -0.369 -1.532 -0.649
O 1.842 0.108 1.717 -0.618
O -4.784 -0.275 0.031 -0.636
```

Calculated values
ΔE to the lowest compared entry with this formula, charge and spin ... 225.0 kJ/mol


[4]
This record from the OMol25 dataset describes 2 unconnected molecules or ions with the total composition C4H13N4O in a non-equilibrium geometry. The level of theory is the ωB97M-V functional and the def2-TZVPD basis.

XYZ file:
```
22
Properties=species:S:1:pos:R:3:mulliken_charge:R:1
C -2.079 1.493 0.351 -0.768
C -0.892 -0.055 1.866 0.747
N 0.349 0.271 1.432 -0.366
N -2.008 0.492 1.406 -0.167
N -0.969 -0.920 2.893 -0.373
H 0.437 0.772 0.565 0.097
H 1.073 -0.405 1.614 0.297
H -2.780 0.411 2.051 0.234
H -1.826 -0.931 3.422 0.233
H -0.093 -1.208 3.299 0.213
H -1.089 1.796 0.032 0.257
H -2.571 2.384 0.731 0.330
H -2.675 1.130 -0.484 0.273
C 0.524 0.036 -3.038 -1.012
C 1.466 -0.453 -1.978 0.828
O 1.608 -1.654 -1.713 -0.124
N 2.168 0.444 -1.256 -0.403
H 3.038 0.123 -0.831 0.298
H 2.252 1.302 -1.786 0.290
H -0.014 0.916 -2.665 0.366
H -0.310 -0.659 -3.156 0.389
H 1.073 0.276 -3.949 0.359
```

Calculated values
Charge ... +2
2S+1 ... 2
ΔE to the lowest compared entry with this formula, charge and spin ... 31.4 kJ/mol


[5]
This record from the OMol25 dataset describes C5H8N2O2S in the gas phase in a non-equilibrium geometry. The level of theory is the ωB97M-V functional and the def2-TZVPD basis.

XYZ file:
```
18
Properties=species:S:1:pos:R:3:mulliken_charge:R:1
C 1.286 1.019 0.561 0.693
C 1.661 -1.389 0.956 0.417
C -0.571 0.974 -2.944 -0.950
C 1.987 0.276 2.718 -0.964
C -0.739 -0.180 -1.911 -0.256
N 1.517 0.018 1.368 0.023
N 0.637 -0.479 -1.317 -0.437
O 1.189 2.161 0.269 -0.351
O 2.242 -2.103 1.727 -0.550
S 0.901 -1.768 -0.523 -0.083
H -1.490 1.337 -3.304 0.382
H -0.084 1.815 -2.368 0.165
H 0.136 0.694 -3.793 0.247
H 1.385 -0.109 3.478 0.332
H 2.823 -0.368 2.817 0.391
H 2.278 1.374 2.830 0.313
H -1.335 0.123 -1.024 0.242
H -1.306 -1.085 -2.280 0.387
```

Calculated values
ΔE to the lowest compared entry with this formula, charge and spin ... 446.5 kJ/mol


[6]
This record from the OMol25 dataset describes C17H19N3O4S in the gas phase in a non-equilibrium geometry. The level of theory is the ωB97M-V functional and the def2-TZVPD basis.

XYZ file:
```
44
Properties=species:S:1:pos:R:3:mulliken_charge:R:1
C -6.494 -1.663 -1.630 -0.902
H -7.537 -1.531 -1.914 0.251
O -6.166 -0.530 -0.858 -0.441
C -4.914 -0.419 -0.351 0.957
C -3.899 -1.352 -0.545 -0.773
C -2.650 -1.146 0.017 -0.817
C -2.424 -0.012 0.767 -0.251
C -3.424 0.922 0.969 -0.405
C -4.678 0.737 0.420 0.788
C -5.786 1.720 0.621 -1.454
H -6.635 1.232 1.098 0.323
H -5.456 2.550 1.239 0.398
H -6.130 2.099 -0.340 0.319
H -3.204 1.788 1.575 0.441
S -0.808 0.259 1.459 1.318
O -0.856 1.362 2.376 -0.711
O -0.249 -0.978 1.911 -0.684
N -0.006 0.745 0.044 -0.202
C 1.393 0.747 -0.080 0.603
C 2.031 1.843 -0.663 -0.899
C 3.405 1.873 -0.852 -0.957
C 4.134 0.781 -0.426 0.189
C 3.492 -0.322 0.168 -0.306
C 2.123 -0.364 0.337 0.102
H 1.627 -1.199 0.798 0.687
N 4.470 -1.234 0.486 0.043
C 5.705 -0.739 0.115 0.573
O 6.776 -1.288 0.255 -0.686
N 5.483 0.500 -0.450 0.055
C 6.531 1.339 -0.957 -1.095
H 6.561 2.288 -0.418 0.339
H 7.470 0.807 -0.808 0.366
H 6.387 1.534 -2.022 0.336
C 4.281 -2.502 1.133 -1.091
H 3.692 -3.171 0.503 0.324
H 3.771 -2.370 2.089 0.347
H 5.269 -2.932 1.297 0.372
H 3.880 2.727 -1.307 0.426
H 1.437 2.688 -0.978 0.310
H -0.413 1.622 -0.253 0.265
H -1.852 -1.858 -0.113 0.449
H -4.071 -2.242 -1.129 0.384
H -5.879 -1.726 -2.533 0.351
H -6.391 -2.586 -1.052 0.354
```

Calculated values
ΔE to the lowest compared entry with this formula, charge and spin ... 110.0 kJ/mol